{
  "formula": "C33H47BNO10",
  "method": "ωB97M-V/def2-TZVPD",
  "symbols": ["C", "C", "C", "C", "C", "C", "C", "C", "C", "O", "C", "C", "C", "C", "B", "C", "O", "C", "C", "C", "O", "C", "C", "C", "O", "N", "O", "C", "C", "C", "O", "C", "C", "O", "C", "C", "O", "C", "C", "C", "C", "C", "O", "H", "H", "H", "H", "H", "H", "H", "H", "H", "H", "H", "H", "H", "H", "H", "H", "H", "H", "H", "H", "H", "H", "H", "H", "H", "H", "H", "H", "H", "H", "H", "H", "H", "H", "H", "H", "H", "H", "H", "H", "H", "H", "H", "H", "C", "O", "H", "H", "H"],
  "coordinates": [[2.25335, -3.04529, 2.64789], [1.42916, -1.75180, 2.41303], [0.35153, -1.92603, 1.34177], [0.88685, -2.50519, 0.01121], [0.25337, -1.90413, -1.25944], [-1.24207, -2.32144, -1.47683], [-2.12320, -1.32407, -0.72592], [-2.82816, -1.72129, 0.38599], [-3.60593, -0.84393, 1.11305], [-4.24321, -1.32480, 2.23019], [-5.61529, -1.67695, 2.00250], [-5.84084, -2.72195, 0.92141], [-7.34843, -2.98396, 0.73799], [-3.67690, 0.47971, 0.71116], [-4.55718, 1.47336, 1.60318], [-3.96340, 1.86258, 3.02233], [-5.73996, 1.96383, 1.10671], [-2.97043, 0.88765, -0.39997], [-2.19304, -0.00419, -1.13431], [-1.44809, 0.53200, -2.32828], [-1.38857, -0.05434, -3.39365], [-0.81434, 1.88957, -2.08111], [0.44243, 2.20656, -2.56290], [1.19801, 1.18844, -3.41631], [2.31329, 1.86392, -4.05840], [1.78656, 2.52888, -5.15932], [2.54889, 3.31035, -5.58412], [0.95698, 3.45328, -2.24182], [0.20538, 4.32771, -1.47761], [0.82656, 5.69030, -1.12852], [1.77426, 5.57611, -0.05436], [3.13412, 5.40880, -0.42759], [3.82846, 4.30126, 0.39878], [4.64484, 3.45702, -0.38803], [4.90375, 2.21126, 0.23938], [4.60541, 1.09870, -0.78587], [5.42912, -0.03079, -0.52863], [4.95524, -1.11561, -1.31041], [6.03913, -2.15360, -1.61897], [-1.05901, 4.01216, -1.04650], [-1.57342, 2.77274, -1.34854], [-2.94486, 2.31841, -0.88478], [-3.92354, 3.04012, -0.93668], [2.57447, -3.06712, 3.69442], [3.14327, -3.10248, 2.00865], [1.55795, -3.89851, 2.51108], [0.90502, -1.55616, 3.36165], [2.05523, -0.85839, 2.25404], [-0.49550, -2.53300, 1.67712], [-0.04820, -0.91991, 1.11782], [0.79227, -3.59681, -0.04787], [1.96428, -2.27463, -0.01599], [0.85202, -2.26379, -2.11165], [0.38089, -0.81161, -1.21737], [-1.49522, -2.35766, -2.53546], [-1.33247, -3.29261, -0.97746], [-2.75008, -2.75772, 0.70641], [-6.20399, -0.75845, 1.84252], [-5.97142, -2.10484, 2.94843], [-5.45026, -2.40087, -0.05205], [-5.35923, -3.67551, 1.16539], [-7.55093, -3.84903, 0.10045], [-7.79447, -3.18703, 1.72221], [-7.86074, -2.10825, 0.32395], [-3.86019, 0.98012, 3.66647], [-4.49219, 2.68839, 3.51002], [-2.92869, 2.18644, 2.82371], [-6.44784, 1.94640, 1.76049], [0.55418, 0.85870, -4.23188], [1.54444, 0.35744, -2.80454], [1.95497, 3.69019, -2.59421], [1.27249, 6.11920, -2.03307], [0.03917, 6.34810, -0.74385], [3.66984, 6.34489, -0.20113], [3.29511, 5.23256, -1.49717], [3.09380, 3.75003, 1.00239], [4.48169, 4.82540, 1.11997], [5.96305, 2.08609, 0.50513], [4.26421, 2.01362, 1.10654], [3.53850, 0.85538, -0.69043], [4.87707, 1.49139, -1.77437], [4.07705, -1.62364, -0.88082], [4.61677, -0.70078, -2.27746], [7.04096, -1.71748, -1.65409], [6.00365, -3.01798, -0.94907], [5.81976, -2.55440, -2.61827], [-1.62470, 4.72253, -0.44969], [1.12486, -6.75868, 3.65273], [0.80504, -5.49014, 3.35987], [0.53890, -7.56227, 3.12623], [2.18350, -7.07355, 3.43471], [1.01488, -7.06895, 4.72777]],
  "atomic_forces_ev_per_a": [[-0.6, 0.7, 0.0], [-0.1, -0.6, 0.8], [0.1, 0.6, -0.8], [0.2, 0.4, -0.1], [0.3, -0.6, -0.2], [0.8, 0.8, 1.2], [0.4, -0.9, -1.2], [0.0, -0.7, 0.3], [0.6, -0.3, -0.5], [-0.4, 0.1, -0.1], [-0.1, -0.2, 0.5], [-0.6, -0.1, -0.8], [0.1, 0.2, 0.6], [-1.3, 1.1, 0.8], [0.5, 0.1, 0.2], [0.0, 0.0, -0.5], [-0.2, -0.9, 0.1], [0.5, 0.5, -0.7], [0.1, 0.4, -0.2], [-0.2, -0.1, 0.0], [0.1, 0.3, 0.6], [-0.5, -1.5, -0.4], [0.3, -0.3, -0.3], [-0.2, 1.2, -0.4], [-0.1, -0.4, 0.5], [0.3, 0.3, -0.1], [-0.1, -0.2, 0.0], [0.1, -0.7, -0.3], [1.1, 1.5, 0.1], [-0.3, -0.7, 0.5], [-0.1, -0.1, -0.7], [0.7, 0.1, 0.2], [0.2, 0.9, 0.6], [-0.7, -0.2, 0.2], [0.3, -1.2, -0.7], [0.6, 0.6, 0.5], [-0.6, -0.2, 0.2], [0.2, -0.3, -0.9], [-0.4, -0.2, -0.2], [-0.4, 0.4, 0.3], [-0.7, -0.1, 0.4], [-0.3, 0.1, 0.0], [0.8, -0.3, 0.3], [0.1, -0.2, -0.2], [-0.2, -0.1, 0.0], [0.7, -0.1, 0.2], [0.0, 0.1, -0.2], [-0.1, -0.2, -0.3], [0.3, 0.0, 0.3], [-0.1, -0.2, 0.1], [0.1, 0.2, 0.3], [-0.2, -0.2, -0.1], [-0.2, 0.1, 0.1], [-0.2, -0.1, -0.1], [0.0, -0.1, 0.2], [-0.3, 0.0, -0.4], [-0.1, 0.2, 0.1], [0.1, -0.2, -0.3], [0.2, 0.2, -0.1], [0.1, 0.0, 0.3], [0.2, 0.3, 0.2], [0.1, 0.2, 0.0], [-0.1, 0.0, -0.2], [0.1, -0.1, 0.0], [-0.1, 0.2, 0.0], [0.0, -0.3, 0.1], [-0.2, 0.0, 0.1], [0.2, 0.6, 0.1], [0.0, -0.3, 0.4], [0.3, 0.0, -0.3], [-0.1, 0.2, 0.1], [0.1, 0.1, 0.2], [0.2, 0.0, -0.2], [-0.3, -0.1, -0.1], [-0.3, -0.2, 0.1], [0.0, 0.0, -0.4], [-0.2, -0.2, 0.0], [-0.2, 0.4, 0.2], [0.2, 0.4, 0.1], [0.1, -0.1, -0.4], [-0.5, 0.0, 0.0], [0.2, 0.3, 0.3], [0.1, -0.1, 0.2], [-0.2, 0.0, 0.1], [0.2, 0.3, 0.1], [0.1, 0.0, 0.2], [0.0, -0.1, -0.1], [0.1, -0.5, 0.1], [-0.2, -0.1, 0.0], [-0.2, 0.1, -0.1], [0.1, 0.2, -0.1], [-0.1, 0.2, 0.1]],
  "lowdin_charge": [-0.120, -0.266, -0.213, -0.193, -0.191, -0.095, -0.146, 0.044, -0.234, -0.045, -0.184, -0.227, -0.109, 0.024, -0.445, 0.012, 0.141, -0.034, -0.042, -0.248, 0.118, -0.043, -0.105, -0.098, -0.108, -0.043, 0.061, 0.040, -0.157, -0.137, -0.129, -0.179, -0.183, -0.136, -0.178, -0.197, -0.141, -0.280, -0.067, 0.043, -0.066, -0.235, 0.140, 0.064, 0.055, 0.034, 0.098, 0.090, 0.111, 0.103, 0.122, 0.088, 0.110, 0.090, 0.107, 0.117, 0.144, 0.123, 0.134, 0.111, 0.121, 0.070, 0.071, 0.073, 0.073, 0.060, 0.077, 0.107, 0.114, 0.120, 0.119, 0.128, 0.122, 0.120, 0.118, 0.127, 0.123, 0.130, 0.123, 0.125, 0.131, 0.110, 0.108, 0.075, 0.072, 0.071, 0.135, -0.514, -0.422, 0.020, 0.025, 0.022],
  "fmax_ev_per_a": 1.91,
  "total_charge": -1,
  "lumo_energy_ev": 1.1,
  "homo_energy_ev": -2.44,
  "mol_weight_g_mol": 628.55
}